DFT (the ωB97M-V functional and the def2-TZVPD basis) results for a single C4H8S4 molecule.

The frontier orbital gap is 0.30670 Ha. The energy above the lowest of the compared OMol25 structures with the same formula, charge and spin is 45.6 kcal/mol. The LUMO energy comes out at -0.01922 hartree. As for the spin multiplicity: 1.

```
16
Properties=species:S:1:pos:R:3:mulliken_charge:R:1
C -2.366 0.211 -0.608 -1.294
C -1.368 0.053 0.553 -0.328
C -0.091 0.832 0.193 0.015
S 0.040 2.382 -0.228 -0.249
C 1.237 -0.102 0.198 0.043
S 1.258 -1.378 1.535 -0.157
S 1.210 -0.981 -1.510 -0.115
S 2.622 1.079 0.233 -0.148
H -2.929 -0.734 -0.498 0.331
H -2.003 0.085 -1.547 0.456
H -2.870 1.198 -0.731 0.341
H -1.184 -0.985 0.692 0.372
H -1.917 0.503 1.420 0.269
H 2.361 -1.914 1.422 0.110
H 2.398 -0.398 -1.660 0.207
H 3.603 0.147 0.536 0.144
```


DFT (the ωB97M-V functional and the def2-TZVPD basis) results for a single C4H8SSi2 molecule.

The frontier orbital gap (spin up / spin down) is 0.21334 / 0.27576 Ha. The energy above the lowest of the compared OMol25 structures with the same formula, charge and spin is 173.2 kcal/mol. The LUMO energy (spin up / spin down) comes out at -0.06732 / -0.02086 hartree. As for the spin multiplicity: 1.

```
15
Properties=species:S:1:pos:R:3:mulliken_charge:R:1
C 0.501 0.428 2.297 0.318
C -0.667 -0.275 2.390 -0.364
C 1.503 0.751 1.536 -0.421
C -1.384 -1.154 -0.188 -0.208
Si 2.417 1.867 0.384 0.420
Si -2.184 -1.826 -1.818 0.313
S -1.935 -0.779 1.249 -0.016
H 0.826 0.755 3.426 0.153
H -1.346 -0.137 3.212 0.299
H 2.282 3.358 0.819 -0.085
H 1.652 2.206 -0.879 -0.110
H 3.601 1.309 -0.029 -0.126
H -1.643 -0.685 -2.718 -0.041
H -3.817 -1.585 -1.769 -0.081
H -1.690 -3.184 -1.804 -0.050
```


DFT (the ωB97M-V functional and the def2-TZVPD basis) results for a molecular structure, C4H8Si.

The frontier orbital gap is 0.34223 Ha. The energy above the lowest of the compared OMol25 structures with the same formula, charge and spin is 66.9 kcal/mol. The LUMO energy comes out at 0.02811 hartree. As for the spin multiplicity: 1.

```
13
Properties=species:S:1:pos:R:3:mulliken_charge:R:1
C 0.025 -0.372 0.264 0.111
C 0.471 0.824 -0.200 0.054
C -1.001 -1.443 0.204 -1.009
C -0.388 1.786 -0.851 -0.863
Si 1.723 -0.099 0.855 0.133
H -0.625 -2.337 -0.347 0.277
H -1.924 -1.317 -0.421 0.283
H -1.254 -1.765 1.151 0.311
H 0.116 2.503 -1.520 0.290
H -0.928 2.150 0.031 0.285
H -1.243 1.204 -1.240 0.284
H 2.329 0.339 2.070 -0.092
H 2.699 -1.474 0.003 -0.065
```


DFT (the ωB97M-V functional and the def2-TZVPD basis) results for a single C4H9BN2O2 molecule.

The frontier orbital gap is 0.32608 Ha. The energy above the lowest of the compared OMol25 structures with the same formula, charge and spin is 73.6 kcal/mol. The LUMO energy comes out at 0.01540 hartree. As for the spin multiplicity: 1.

```
18
Properties=species:S:1:pos:R:3:mulliken_charge:R:1
C 0.260 1.211 -2.034 -0.781
N -0.104 0.513 -0.778 0.519
N -0.070 1.516 0.171 -0.685
C -0.123 1.239 1.383 -0.177
C -0.313 -0.166 1.906 -0.477
B -0.597 -1.138 0.742 0.285
O -1.290 -2.343 0.792 -0.609
C 0.231 -0.816 -0.629 -0.059
O 1.686 -0.965 -0.447 -0.490
H -0.556 1.161 -2.778 0.245
H 0.368 2.258 -1.767 0.325
H 1.143 0.725 -2.384 0.264
H -0.036 2.165 2.018 0.357
H -1.204 -0.241 2.591 0.251
H 0.548 -0.567 2.393 0.316
H -1.987 -2.628 1.509 0.319
H -0.065 -1.520 -1.559 0.111
H 2.107 -0.405 -1.128 0.284
```


The lowest energy above the lowest of the compared OMol25 structures with the same formula, charge and spin belongs to which entry? C4H8S4